Entry 1:
{"formula": "C5H8O", "method": "wB97M-V/def2-TZVPD", "species": ["O", "C", "C", "C", "C", "C", "H", "H", "H", "H", "H", "H", "H", "H"], "positions_angstrom": [[0.3753, -1.7526, -0.5376], [0.1274, -1.8622, 0.6926], [-0.6579, -0.9319, 1.3492], [-0.2595, 0.2228, -0.7394], [-0.1674, 1.6335, -0.2785], [0.9755, 0.9485, -1.0188], [0.5599, -2.7247, 1.2255], [-1.5874, -0.6693, 0.8519], [-0.6871, -0.8975, 2.4374], [-0.9578, -0.1003, -1.4978], [-0.7834, 2.3693, -0.7967], [0.0059, 1.8531, 0.7666], [1.2185, 1.2053, -2.0477], [1.8383, 0.7061, -0.4067]], "atomic_forces_ev_per_a": [[-0.037, 0.071, 0.123], [0.016, 0.135, -0.038], [-0.021, -0.120, 0.038], [-0.007, 0.124, -0.220], [-0.130, 0.097, 0.222], [0.155, -0.155, -0.035], [-0.070, 0.103, -0.113], [0.100, -0.003, -0.042], [0.030, 0.091, -0.155], [0.097, -0.024, 0.179], [0.046, -0.198, 0.064], [0.003, -0.045, -0.128], [-0.084, -0.093, 0.154], [-0.097, 0.018, -0.049]], "nbo_charge": [-0.558, 0.302, -0.653, 0.108, -0.462, -0.480, 0.165, 0.232, 0.210, 0.212, 0.217, 0.235, 0.226, 0.244], "homo_lumo_gap_ev": [7.554, 7.557], "e_homo_ev": [-7.94, -7.94]}

---

Entry 2:
{"formula": "C5H6N2O", "method": "wB97M-V/def2-TZVPD", "species": ["C", "C", "C", "C", "C", "H", "H", "H", "H", "H", "H", "N", "N", "O"], "positions_angstrom": [[0.5975, -0.8175, -0.3040], [0.9550, -0.4988, -1.6482], [0.5079, 0.8004, -1.8346], [-0.5914, 0.2258, 1.4267], [-1.5253, 1.0473, 1.9472], [1.9175, -2.3856, -0.1860], [1.6516, -0.9883, -2.4508], [0.5313, 1.2653, -2.9797], [-0.0997, -0.7502, 2.1041], [-2.4025, 1.9629, 1.5183], [-1.6892, 0.7446, 2.9371], [-0.1844, 1.2946, -0.7811], [-0.0499, 0.3214, 0.1203], [0.3816, -2.2220, 0.1307]], "atomic_forces_ev_per_a": [[-0.911, -1.163, -3.578], [1.965, -0.849, -0.154], [-1.002, 1.361, -3.010], [-0.060, -0.232, 1.322], [-1.748, 1.271, -1.716], [-5.332, -0.071, 1.282], [-1.744, 0.462, 1.976], [-0.109, -0.641, 3.706], [-1.535, 3.315, -2.269], [3.620, -3.117, 0.939], [-0.742, 0.105, 1.419], [1.171, -0.209, -0.994], [-0.130, -3.319, 2.051], [6.557, 3.086, -0.974]], "nbo_charge": [0.370, -0.398, -0.037, -0.040, -0.420, 0.475, 0.236, 0.217, 0.250, 0.247, 0.196, -0.264, -0.227, -0.604], "homo_lumo_gap_ev": 7.322, "e_homo_ev": -8.88}

---

Entry 3:
{"formula": "C4H8O2S", "method": "wB97M-V/def2-TZVPD", "species": ["C", "C", "C", "C", "O", "O", "S", "H", "H", "H", "H", "H", "H", "H", "H"], "positions_angstrom": [[-0.1956, 2.1091, -0.7934], [0.6033, -0.3108, -1.4328], [-0.7817, -1.1626, 1.7775], [-0.2464, 0.4570, -0.5017], [0.6708, 2.5450, -1.4790], [1.8313, -0.5493, 0.9721], [0.5979, 0.1450, 1.3688], [-0.9710, 2.8221, -0.3687], [1.6442, -0.5827, -1.0422], [0.7214, 0.1886, -2.3320], [0.1993, -1.3320, -1.5074], [-0.4417, -1.7715, 2.6556], [-0.7274, -1.8283, 0.9316], [-1.7424, -0.6830, 2.1426], [-1.1621, -0.0466, -0.3909]], "atomic_forces_ev_per_a": [[-0.993, -2.247, 0.669], [1.470, -2.279, 1.817], [1.257, 0.618, 1.744], [1.736, 2.825, 1.459], [0.458, 0.148, -0.278], [0.433, -0.533, 0.703], [-2.232, -0.162, -1.288], [0.426, -0.966, 0.006], [-1.164, 0.996, -0.226], [0.122, 0.708, -1.958], [-0.187, 0.410, -0.602], [0.083, 0.685, -0.662], [-0.805, -0.090, -0.378], [1.034, -0.444, -1.223], [-1.638, 0.331, 0.216]], "nbo_charge": [0.430, -0.683, -0.813, -0.403, -0.503, -0.942, 1.155, 0.126, 0.273, 0.237, 0.213, 0.234, 0.226, 0.239, 0.213], "homo_lumo_gap_ev": 9.873, "e_homo_ev": -9.35}

---

Entry 4:
{"formula": "CCl4", "method": "wB97M-V/def2-TZVPD", "species": ["C", "Cl", "Cl", "Cl", "Cl"], "positions_angstrom": [[-0.0046, 0.0082, 0.0049], [-0.2148, 1.7372, 0.1656], [1.4619, -0.3188, -0.9527], [0.1622, -0.7350, 1.6009], [-1.4048, -0.6916, -0.8188]], "atomic_forces_ev_per_a": [[0.193, -0.351, -0.162], [-0.045, 0.260, 0.057], [-0.201, 0.020, 0.141], [0.013, 0.048, -0.046], [0.040, 0.023, 0.010]], "nbo_charge": [-0.227, 0.069, 0.047, 0.056, 0.055], "homo_lumo_gap_ev": 11.668, "smiles": "ClC(Cl)(Cl)Cl", "e_homo_ev": -11.38}

---

ΔE to the lowest compared entry with this formula, charge and spin, respectively: 547.56 730.82 304.39 0.40 kJ/mol.